Molecular formula: C31H64Cl12O3S
Method: DFT, ωB97M-V/def2-TZVPD

Structure (ORCA input):
```
! wB97M-V def2-TZVPD RIJCOSX def2/J DEFGRID3
* xyz 0 1
C -1.786 -11.977 -4.121
C -0.373 -11.870 -4.688
C -0.011 -10.524 -5.359
C -1.172 -9.671 -5.881
C -1.817 -8.750 -4.832
C -2.341 -7.424 -5.398
C -2.353 -6.269 -4.379
C -3.688 -5.518 -4.350
C -3.627 -4.223 -3.508
C -4.573 -4.245 -2.304
C -4.165 -3.291 -1.172
C -4.555 -3.781 0.234
C -3.455 -3.568 1.275
C -3.321 -2.094 1.701
C -2.762 -1.896 3.125
C -1.371 -1.255 3.250
C -1.100 -0.066 2.332
C 0.272 0.528 2.632
O 0.221 1.937 2.296
S 1.663 2.653 2.171
O 2.551 2.115 3.182
O 1.055 4.051 2.709
C 2.074 5.079 2.750
C 1.405 6.444 2.662
C 2.152 7.474 1.800
C 3.681 7.425 1.878
C 4.265 7.474 3.305
C 5.465 6.529 3.522
C 6.601 7.206 4.286
H -1.932 -12.955 -3.662
H -2.552 -11.850 -4.885
H -1.946 -11.228 -3.345
H 0.309 -12.007 -3.843
H -0.180 -12.686 -5.386
H 0.632 -10.755 -6.211
H 0.600 -9.917 -4.688
H -1.928 -10.295 -6.361
H -0.759 -9.027 -6.663
H -2.673 -9.279 -4.407
H -1.128 -8.583 -4.001
H -3.378 -7.583 -5.710
H -1.801 -7.146 -6.305
H -2.191 -6.695 -3.386
H -1.558 -5.555 -4.597
H -4.024 -5.307 -5.366
H -4.422 -6.187 -3.893
H -2.598 -4.059 -3.181
H -3.913 -3.394 -4.158
H -4.690 -5.261 -1.920
H -5.561 -3.944 -2.660
H -3.077 -3.176 -1.205
H -4.601 -2.308 -1.359
H -4.775 -4.850 0.188
H -5.466 -3.277 0.568
H -2.510 -3.863 0.808
H -3.630 -4.201 2.145
H -2.720 -1.580 0.953
H -4.318 -1.648 1.656
H -2.693 -2.886 3.582
H -3.479 -1.345 3.734
H -1.281 -0.891 4.278
H -0.588 -2.010 3.143
H -1.066 -0.423 1.303
H -1.873 0.697 2.413
H 0.540 0.411 3.679
H 1.023 0.052 2.001
H 2.772 4.919 1.922
H 2.647 4.969 3.670
H 1.287 6.837 3.673
H 0.394 6.314 2.278
H 1.874 7.305 0.754
H 1.784 8.470 2.046
H 4.046 8.310 1.353
H 4.056 6.547 1.351
H 4.590 8.495 3.516
H 3.490 7.247 4.039
H 5.123 5.648 4.069
H 5.858 6.201 2.557
H 7.440 6.517 4.401
H 6.966 8.050 3.696
H 6.275 7.579 5.257
C 6.795 11.179 2.318
Cl 7.521 10.581 3.819
Cl 5.032 11.069 2.355
H 7.077 12.216 2.184
H 7.161 10.572 1.498
C 1.371 9.873 -1.496
Cl 2.295 10.413 -0.090
Cl -0.326 10.356 -1.411
H 1.810 10.313 -2.383
H 1.417 8.791 -1.538
C 0.977 -15.235 -4.382
Cl 0.697 -15.214 -6.126
Cl -0.460 -15.728 -3.478
H 1.772 -15.940 -4.173
H 1.250 -14.234 -4.070
C 4.869 10.191 7.149
Cl 3.941 8.720 6.849
Cl 4.549 11.448 5.946
H 4.591 10.575 8.122
H 5.925 9.952 7.113
C -8.638 -2.399 -3.433
Cl -7.837 -3.568 -4.490
Cl -7.902 -2.339 -1.827
H -8.558 -1.418 -3.884
H -9.676 -2.690 -3.324
C 2.705 14.227 4.405
Cl 1.836 15.327 5.480
Cl 2.227 14.423 2.714
H 3.766 14.433 4.487
H 2.487 13.209 4.705
*
```

For the molar mass, the calculation gives 942.353 g mol⁻¹. Its HOMO-LUMO gap is 10.12 eV. For the LUMO energy, the calculation gives 0.49 eV. The total energy comes out at -200430.993 eV.



Molecular formula: C27H13Cl5N6PdS3
Method: DFT, ωB97M-V/def2-TZVPD

Structure (ORCA input):
```
! wB97M-V def2-TZVPD RIJCOSX def2/J DEFGRID3
* xyz 0 1
Pd 1.102 -0.170 -0.772
Cl 4.620 0.534 -0.356
C 3.680 1.545 -1.375
C 2.320 1.295 -1.467
C 1.574 2.082 -2.330
Cl -0.094 1.641 -2.455
C 2.117 3.132 -3.055
Cl 1.136 4.052 -4.113
C 3.480 3.396 -2.913
Cl 4.191 4.696 -3.774
C 4.265 2.599 -2.078
Cl 5.943 2.920 -1.939
S -0.768 -1.688 -0.405
C -1.513 -0.639 0.757
N -2.704 -1.034 1.211
N -3.209 -0.314 2.198
C -4.504 -0.404 2.620
C -5.473 -1.070 1.858
C -6.780 -1.107 2.294
C -7.144 -0.507 3.494
C -6.182 0.140 4.259
C -4.875 0.208 3.827
N -1.001 0.513 1.128
N 0.181 0.947 0.766
C 0.310 2.313 0.753
C 1.582 2.908 0.796
C 1.699 4.274 0.661
C 0.568 5.067 0.507
C -0.697 4.496 0.561
C -0.830 3.134 0.682
H -2.597 0.366 2.657
H -5.174 -1.526 0.928
H -7.526 -1.601 1.691
H -8.171 -0.536 3.828
H -6.455 0.600 5.198
H -4.123 0.718 4.413
H 2.445 2.277 0.953
H 2.677 4.733 0.672
H 0.666 6.129 0.351
H -1.580 5.113 0.482
H -1.801 2.661 0.683
S 2.462 -1.881 0.612
C 2.578 -3.068 -0.628
C 2.967 -4.354 -0.227
C 3.045 -5.403 -1.122
C 3.340 -6.707 -0.664
N 3.568 -7.760 -0.273
C 2.787 -5.167 -2.496
C 2.448 -3.897 -2.914
C 2.310 -2.838 -2.007
S 1.842 -1.321 -2.674
C 2.882 -6.215 -3.438
N 2.966 -7.049 -4.219
H 3.198 -4.520 0.813
H 2.252 -3.713 -3.959
*
```

For the molar mass, the calculation gives 801.329 g mol⁻¹. Its HOMO-LUMO gap (spin up / spin down) is 4.63 / 4.65 eV. For the LUMO energy (spin up / spin down), the calculation gives -3.28 / -3.27 eV. The total energy comes out at -135744.475 eV.



Molecular formula: C4H10N2O
Method: DFT, ωB97M-V/def2-TZVPD

Structure (ORCA input):
```
! wB97M-V def2-TZVPD RIJCOSX def2/J DEFGRID3
* xyz 0 1
C -0.637 -0.569 -0.538
C 0.169 -1.438 0.386
C -0.170 1.299 1.308
C 0.863 1.582 0.444
N 1.195 -0.607 -0.228
N -0.374 -0.691 -1.885
O -1.981 -0.406 -0.184
H -2.444 -0.089 -0.969
H 2.028 -0.409 0.309
H 1.033 -0.720 -1.586
H -1.197 -0.834 -2.460
H -0.055 -1.328 1.441
H 0.223 -2.477 0.077
H 0.058 1.191 2.361
H -1.182 1.664 1.217
H 0.620 2.020 -0.515
H 1.851 1.813 0.821
*
```

The calculation puts the relative energy (zero: lowest compared OMol25 entry of this formula, charge and spin) at 179.0 kcal per mole. For the molar mass, the calculation gives 102.137 g mol⁻¹. Its HOMO-LUMO gap (spin up / spin down) is 7.83 / 7.83 eV. For the LUMO energy (spin up / spin down), the calculation gives 0.48 / 0.48 eV. The total energy comes out at -9331.224 eV.



Molecular formula: C3H9NOS
Method: DFT, ωB97M-V/def2-TZVPD

Structure (ORCA input):
```
! wB97M-V def2-TZVPD RIJCOSX def2/J DEFGRID3
* xyz 0 1
N -0.127 0.593 -1.552
C 0.575 -0.030 -0.313
C -0.044 0.802 1.005
O 0.063 2.187 0.947
C 0.487 -1.472 -0.339
S -1.186 -2.424 -0.367
H -1.037 0.309 -1.789
H -0.159 1.661 -1.498
H 1.724 0.165 -0.378
H -1.141 0.405 1.131
H 0.417 0.366 1.923
H 0.545 2.729 1.625
H 1.026 -1.983 -1.165
H 0.815 -1.845 0.595
H -1.959 -1.464 0.175
*
```

The calculation puts the relative energy (zero: lowest compared OMol25 entry of this formula, charge and spin) at 50.0 kcal per mole. For the molar mass, the calculation gives 107.178 g mol⁻¹. Its HOMO-LUMO gap is 9.59 eV. For the LUMO energy, the calculation gives 0.67 eV. As for the SMILES: N[C@@H](CO)CS. The total energy comes out at -17628.038 eV.



Molecular formula: C4H8CoFO3
Method: DFT, ωB97M-V/def2-TZVPD

Structure (ORCA input):
```
! wB97M-V def2-TZVPD RIJCOSX def2/J DEFGRID3
* xyz 1 4
Co -5.874 3.253 -0.620
F -4.033 3.186 -0.857
C 3.073 -1.857 0.350
C 1.608 -1.743 -0.071
O 1.165 -0.403 0.197
C -0.097 -0.129 -0.038
O -0.955 -0.901 -0.389
O -0.302 1.176 0.181
C -1.619 1.716 0.199
H 3.389 -2.756 -0.176
H 3.189 -1.774 1.428
H 3.651 -1.036 -0.076
H 0.936 -2.479 0.366
H 1.629 -1.952 -1.143
H -1.627 2.449 -0.605
H -1.685 2.232 1.157
H -2.447 1.019 0.096
*
```

The expectation value of S² is 3.757. For the molar mass, the calculation gives 182.036 g mol⁻¹. Its HOMO-LUMO gap (spin up / spin down) is 4.01 / 3.02 eV. For the LUMO energy (spin up / spin down), the calculation gives -8.68 / -9.67 eV. The total energy comes out at -50752.860 eV.



Molecular formula: C16H29N3O2
Method: DFT, ωB97M-V/def2-TZVPD

Structure (ORCA input):
```
! wB97M-V def2-TZVPD RIJCOSX def2/J DEFGRID3
* xyz 0 1
C -0.912 6.433 0.893
C 0.026 6.079 2.046
C 1.119 4.996 1.687
C 0.599 3.632 1.210
C 1.808 2.746 0.782
C 1.349 1.497 0.228
O 2.028 0.473 0.047
N 0.133 1.438 -0.523
N 0.070 0.751 -1.736
C -0.258 -0.489 -1.906
C -0.556 -1.444 -0.777
C -0.564 -2.873 -1.327
C 0.700 -3.600 -0.888
C 0.639 -3.780 0.677
N -0.629 -4.423 1.197
C -0.813 -4.573 2.641
C -1.950 -4.028 0.631
C -1.793 -3.739 -0.948
O -0.600 -2.636 -2.724
C -0.301 -1.302 -3.217
C 1.082 -1.193 -3.907
H -0.285 6.517 0.102
H -1.555 7.222 1.133
H -1.629 5.628 0.732
H 0.631 6.925 2.394
H -0.527 5.680 2.854
H 1.759 5.347 0.903
H 1.666 4.949 2.685
H -0.134 3.834 0.373
H -0.007 3.102 1.920
H 2.392 3.213 -0.064
H 2.467 2.677 1.621
H -0.576 2.061 -0.231
H 0.220 -1.266 -0.006
H -1.488 -1.184 -0.387
H 1.516 -2.868 -1.213
H 0.832 -4.592 -1.468
H 0.718 -2.833 1.246
H 1.373 -4.301 1.048
H -1.440 -5.510 2.797
H -1.169 -3.654 3.072
H 0.154 -4.685 3.085
H -2.639 -4.770 0.949
H -2.263 -3.057 1.021
H -2.676 -3.137 -1.155
H -1.830 -4.680 -1.552
H -1.135 -0.990 -3.857
H 1.363 -2.220 -4.331
H 1.898 -1.014 -3.173
H 1.186 -0.363 -4.585
*
```

The calculation puts the relative energy (zero: lowest compared OMol25 entry of this formula, charge and spin) at 145.8 kcal per mole. For the molar mass, the calculation gives 295.427 g mol⁻¹. Its HOMO-LUMO gap is 8.75 eV. For the LUMO energy, the calculation gives 0.76 eV. As for the SMILES: CCCCCC(=O)N/N=C1\CC2(CCN(C)CC2)O[C@@H]1C. The total energy comes out at -25623.965 eV.